Below is a molecular structure, C41H47N2O2P2PdS2SeSi, with properties calculated with ωB97M-V with the def2-TZVPD basis set.

Properties
HOMO level ... -4.225 eV
HOMO-LUMO gap ... 6.39 eV
DFT total energy ... -6148.6808 Eh
Total charge ... -1
M ... 939.4 u

Last column: Mulliken charge in e.
Positions of all 99 atoms, in Å:
Pd -1.17687 0.81688 -1.27434  0.523
C 5.49727 -1.21207 2.65236  -0.596
S 4.33344 -1.50305 4.00098  -0.137
C 2.94762 -2.21147 3.07588  -1.038
C 2.39305 -1.29671 1.99748  0.677
C 1.10462 -1.84144 1.38193  -1.302
N 0.38842 -0.86308 0.57607  1.076
P 0.81318 -0.16304 -0.91779  -0.048
C 2.19998 1.00036 -0.56471  0.861
C 3.54994 0.67673 -0.70114  -0.272
C 4.53271 1.60482 -0.39150  -0.835
C 4.17813 2.87592 0.04512  -0.735
C 2.83845 3.21382 0.15982  -0.835
C 1.86112 2.27987 -0.14405  -0.445
C 1.64350 -1.33450 -2.03183  1.396
C 2.49266 -2.37685 -1.68302  0.252
C 3.13927 -3.11506 -2.66723  -0.791
C 2.96710 -2.79475 -4.00422  -0.761
C 2.14451 -1.73339 -4.35982  -0.522
C 1.47673 -1.01601 -3.38358  -1.041
P -0.86242 0.20581 1.15539  0.914
C -0.24044 0.88840 2.73468  0.552
C 0.22767 2.19918 2.74459  -0.096
C 0.82806 2.72274 3.88143  -0.757
C 0.95943 1.94137 5.01824  -0.592
C 0.46503 0.64251 5.02902  -0.726
C -0.14064 0.12231 3.89702  -0.264
C -2.20693 -0.88449 1.70954  0.441
C -2.41646 -2.09092 1.05278  -0.149
C -3.53255 -2.86250 1.33786  -0.422
C -4.45866 -2.42139 2.27157  -0.748
C -4.26409 -1.20677 2.91731  -0.830
C -3.14463 -0.43712 2.64079  -0.511
H 6.44093 -0.91542 3.10639  0.363
H 5.15750 -0.41317 1.99467  0.045
H 5.65593 -2.12536 2.07777  0.236
H 2.18256 -2.41980 3.82790  0.409
H 3.25634 -3.17304 2.65604  0.390
H 3.13738 -1.16583 1.20687  -0.122
H 2.21091 -0.30216 2.41052  0.279
H 0.41865 -2.17801 2.16579  0.532
H 1.30844 -2.72699 0.77835  0.416
H 3.84234 -0.29837 -1.06984  0.375
H 5.57709 1.34260 -0.51117  0.504
H 4.94591 3.60561 0.27148  0.383
H 2.54362 4.21375 0.45782  0.529
H 0.81702 2.55322 -0.09488  -0.425
H 2.68226 -2.62317 -0.64411  0.005
H 3.78416 -3.93657 -2.38134  0.411
H 3.47061 -3.37252 -4.76956  0.333
H 2.00040 -1.47803 -5.40144  0.401
H 0.80916 -0.20817 -3.65958  0.265
H 0.11859 2.80820 1.85868  0.202
H 1.19493 3.74147 3.87445  0.462
H 1.43890 2.34492 5.90145  0.383
H 0.55259 0.03605 5.92206  0.438
H -0.54299 -0.88429 3.91442  0.424
H -1.72654 -2.38832 0.27686  -0.619
H -3.68814 -3.79464 0.80759  0.392
H -5.33976 -3.01406 2.48554  0.398
H -4.99252 -0.85131 3.63598  0.412
H -3.01153 0.52172 3.12582  0.489
O -3.01621 2.28061 1.08164  -0.607
C -3.59837 2.17439 0.00324  -0.142
C -5.04076 2.62775 -0.21629  -0.665
C -5.30983 2.30420 -1.67899  -0.530
C -4.00533 1.66786 -2.16508  -0.107
O -3.81493 1.27885 -3.29025  -0.608
N -3.09175 1.64096 -1.12826  0.772
H -5.11175 3.68803 0.02707  0.269
H -5.67361 2.08495 0.48664  0.254
H -5.49996 3.18302 -2.29462  0.264
H -6.12758 1.60307 -1.84214  0.263
S -0.36930 2.48642 -2.78017  -0.447
C -0.32911 4.01921 -1.94249  0.882
C 0.32904 5.09526 -2.55748  -0.719
C 0.40553 6.32995 -1.93546  -0.511
C -0.17289 6.53826 -0.68908  -0.696
C -0.84610 5.48976 -0.07999  -0.532
C -0.93397 4.24671 -0.69311  -0.352
H 0.78619 4.94257 -3.52724  0.411
H 0.92809 7.14156 -2.43021  0.361
H -0.10768 7.50648 -0.20725  0.379
H -1.32306 5.63337 0.88359  0.449
H -1.49655 3.45157 -0.21238  0.162
C -0.66821 -4.35036 -4.02095  -1.176
Si -1.57476 -3.70154 -2.48083  0.870
C -3.27722 -4.55246 -2.43843  -1.191
C -0.58946 -4.47952 -1.03595  -1.048
Se -1.79271 -1.48404 -2.63198  -0.262
H -0.89917 -5.40507 -4.20564  0.374
H 0.41541 -4.25387 -3.90068  0.225
H -0.95427 -3.77072 -4.90115  0.268
H -3.18842 -5.61846 -2.20347  0.331
H -3.77243 -4.45449 -3.40734  0.325
H -3.92504 -4.08164 -1.69552  0.265
H -0.40071 -5.52909 -1.28640  0.513
H -1.11667 -4.46352 -0.08162  0.343
H 0.38064 -3.99447 -0.90288  0.064



Below is 4 unconnected molecules or ions with the total composition C8H14O3 in a non-equilibrium geometry, with properties calculated with ωB97M-V with the def2-TZVPD basis set.

Properties
HOMO level ... -8.649 eV
HOMO-LUMO gap ... 9.25 eV
DFT total energy ... -538.8636 Eh
Total charge ... 0
M ... 158.2 u

Last column: natural (NBO) charge in e.
Positions of all 25 atoms, in Å:
C 1.73870 0.57888 -1.90343  -0.326
C 1.13797 1.18095 -0.86269  -0.235
C 0.08410 0.45329 -0.05982  -0.107
C -0.88826 1.23532 0.42541  -0.199
C -2.07912 0.72509 0.84348  -0.229
C -2.17541 -0.67483 0.99044  -0.222
C -1.17953 -1.53791 0.53309  -0.225
C -0.00787 -0.93919 0.03790  -0.175
H 2.65569 0.92276 -2.33110  0.208
H 1.29186 -0.37544 -2.31344  0.203
H 1.50735 2.12613 -0.39277  0.202
H -0.67524 2.38936 0.27865  0.214
H -2.89642 1.37219 1.15808  0.223
H -3.13843 -1.08417 1.23737  0.215
H -1.17747 -2.62620 0.61579  0.225
H 0.89012 -1.62783 -0.27787  0.220
O 0.24736 -0.10534 3.42362  -0.948
H -0.31425 -0.83886 2.92874  0.476
H 0.55013 0.44148 2.58875  0.470
O -1.82886 -0.44695 -2.27835  -0.914
H -2.26783 -0.45863 -3.04626  0.454
H -2.22953 0.32678 -1.92855  0.462
O 3.64380 -0.18745 -0.21267  -0.926
H 3.63083 -1.10482 -0.01468  0.468
H 3.48029 0.25538 0.56031  0.465



Below is 3 unconnected molecules or ions with the total composition C23H33NO11S in a non-equilibrium geometry, with properties calculated with ωB97M-V with the def2-TZVPD basis set.

Properties
HOMO level ... -9.665 eV
HOMO-LUMO gap ... 7.93 eV
DFT total energy ... -2176.6804 Eh
Total charge ... 0
M ... 531.6 u

Last column: natural (NBO) charge in e.
Positions of all 69 atoms, in Å:
C 6.55323 -3.33992 0.08675  -0.607
C 5.97703 -2.31610 -0.92100  -0.393
C 4.51723 -2.66018 -1.20491  -0.387
C 3.92303 -1.82037 -2.32095  -0.397
C 2.42934 -2.06659 -2.63929  -0.386
C 1.84872 -3.44057 -2.23945  -0.407
C 0.88862 -3.93714 -3.34438  -0.385
C 0.39493 -5.35159 -3.02045  -0.398
C -0.96623 -5.30683 -2.28145  -0.412
C -0.87195 -5.73639 -0.80884  -0.413
C -1.77380 -4.90286 0.08323  -0.081
O -1.22062 -3.57004 0.12145  -0.738
S -2.26738 -2.36154 -0.23169  1.765
O -2.94816 -2.69694 -1.44491  -0.930
O -1.08918 -1.33826 -0.74879  -0.587
N -0.73180 -0.44982 0.31671  -0.528
H 7.49117 -3.75022 -0.26950  0.206
H 6.70157 -2.89511 1.06623  0.205
H 5.87918 -4.18034 0.20745  0.200
H 6.53277 -2.46109 -1.84023  0.195
H 6.07634 -1.30556 -0.54052  0.198
H 4.53641 -3.69563 -1.53486  0.189
H 3.92192 -2.62151 -0.29453  0.196
H 4.51147 -1.87763 -3.23036  0.199
H 4.00832 -0.77903 -2.00205  0.189
H 1.78868 -1.29420 -2.22170  0.196
H 2.31909 -1.98335 -3.71749  0.197
H 1.23917 -3.30204 -1.34848  0.206
H 2.59534 -4.21531 -2.13339  0.196
H 1.49224 -3.96916 -4.24924  0.191
H 0.06975 -3.23805 -3.47718  0.204
H 1.08627 -5.86357 -2.35481  0.191
H 0.32269 -5.96895 -3.91042  0.206
H -1.71137 -5.93764 -2.75880  0.203
H -1.31973 -4.28529 -2.33286  0.217
H 0.13395 -5.52646 -0.45411  0.205
H -1.11069 -6.78906 -0.70440  0.210
H -2.81199 -4.93305 -0.23645  0.195
H -1.73998 -5.31155 1.09001  0.184
H -0.04461 -0.94861 0.87655  0.342
H -0.23291 0.29013 -0.16425  0.363
C 1.81410 4.31299 2.33530  -0.376
C 0.65231 4.97950 2.32043  0.314
C -0.38096 4.74332 1.25589  0.483
O -1.41974 5.37267 1.31068  -0.541
C -0.08473 3.77513 0.20806  -0.380
C 1.07714 3.11381 0.22531  0.314
C 2.10052 3.33165 1.30049  0.470
O 3.12455 2.67564 1.25528  -0.536
O 1.41101 2.21671 -0.70299  -0.641
O 0.33387 5.88353 3.23876  -0.619
H 2.56391 4.47213 3.09696  0.246
H -0.82889 3.62424 -0.56152  0.248
H 2.29942 1.89238 -0.45101  0.510
H -0.55987 6.20772 3.01040  0.510
C -6.89547 5.35918 3.28515  -0.385
C -5.84097 5.30883 4.10759  0.319
C -4.48242 5.78469 3.68234  0.476
O -3.57268 5.72568 4.49076  -0.549
C -4.32048 6.28720 2.32887  -0.385
C -5.37262 6.33477 1.50307  0.321
C -6.73766 5.88352 1.93482  0.474
O -7.65191 5.97238 1.13737  -0.534
O -5.28903 6.78039 0.25371  -0.625
O -5.91731 4.84052 5.35006  -0.627
H -7.87859 5.02183 3.58096  0.245
H -3.33399 6.60836 2.03178  0.255
H -6.19053 6.70853 -0.11822  0.507
H -5.01700 4.92009 5.72303  0.507



Below is 19 unconnected molecules or ions with the total composition H38O19 in a non-equilibrium geometry, with properties calculated with ωB97M-V with the def2-TZVPD basis set.

Properties
HOMO level ... -10.096 eV
HOMO-LUMO gap ... 10.01 eV
DFT total energy ... -1452.2270 Eh
Total charge ... 0
M ... 342.3 u

Last column: natural (NBO) charge in e.
Positions of all 57 atoms, in Å:
O 0.26703 1.45152 3.86951  -0.952
H 1.10159 1.79322 3.53643  0.477
H 0.60071 1.22918 4.75478  0.475
O 1.50845 -1.12856 -4.59466  -0.937
H 2.00450 -0.27341 -4.46914  0.459
H 1.71759 -1.53245 -3.75712  0.473
O -3.85740 1.29740 1.74369  -0.982
H -2.98994 1.59765 1.91027  0.500
H -4.36538 1.56843 2.52064  0.468
O 3.83504 1.90628 -0.21014  -0.948
H 3.72025 1.32738 0.55544  0.477
H 3.78746 2.81091 0.10726  0.474
O 0.65929 1.66250 -0.44372  -0.964
H 0.54651 0.70546 -0.41616  0.480
H -0.11986 2.03318 -0.88729  0.484
O 0.07680 -2.82335 2.20672  -1.001
H -0.31751 -2.89050 1.32747  0.518
H -0.44053 -2.27260 2.78210  0.471
O 2.84738 -1.85090 1.79324  -0.976
H 2.36809 -2.30408 2.55717  0.494
H 2.13314 -2.09778 1.19985  0.480
O -1.06402 4.38887 -0.30987  -0.936
H -0.47395 4.98027 -0.79603  0.463
H -1.20180 4.97711 0.45297  0.474
O 3.51850 -1.80393 -0.89464  -0.948
H 4.05144 -2.23850 -0.17578  0.477
H 4.31514 -1.61382 -1.45239  0.472
O -2.21928 1.64612 -3.64924  -1.007
H -2.81132 0.91953 -3.50727  0.507
H -2.33503 2.43811 -4.14433  0.503
O -5.14675 1.04109 -0.69792  -0.934
H -4.64418 1.14936 -1.52229  0.444
H -4.37675 0.88832 -0.15784  0.483
O 2.28937 -0.28850 3.49659  -0.994
H 1.82620 -0.23099 2.67046  0.504
H 3.22556 -0.45232 3.52941  0.490
O -1.55443 -2.08544 0.18897  -0.957
H -2.18056 -1.36420 0.34626  0.474
H -2.12440 -2.56377 -0.42089  0.495
O -1.38999 0.42295 1.88406  -0.940
H -1.19959 -0.42147 1.45206  0.466
H -1.45765 0.08547 2.79111  0.475
O -1.05377 -0.35828 -2.08235  -0.979
H -1.24640 0.56976 -1.94752  0.478
H -0.13198 -0.55150 -2.18106  0.494
O 0.66165 -3.14652 -3.60254  -0.920
H 0.71783 -4.07121 -3.28922  0.462
H 0.32969 -2.69187 -2.83290  0.464
O 1.85101 0.43509 -2.23637  -0.968
H 1.54832 1.32327 -2.42344  0.474
H 2.18892 0.69644 -1.38164  0.492
O -0.26938 -4.14198 -0.55928  -0.945
H 0.62094 -4.17946 -0.89298  0.473
H -0.30066 -4.88777 0.04486  0.478
O -2.02807 3.05685 2.60764  -0.961
H -1.78099 3.00269 3.52397  0.482
H -1.23683 2.86079 2.08308  0.495